76
Properties=species:S:1:pos:R:3 method="wB97M-V/def2-TZVPD" e_above_lowest_kcal_mol=3.92 multiplicity=1
C -6.98 0.03 2.00
C -6.07 1.23 1.72
C -6.78 2.22 0.84
O -4.88 0.63 1.12
C -3.77 1.41 0.90
S -2.66 0.83 -0.20
S -3.66 2.87 1.69
H -8.00 0.36 2.24
H -7.01 -0.63 1.12
H -6.61 -0.55 2.85
H -5.79 1.69 2.68
H -7.79 2.37 1.22
H -6.26 3.18 0.85
H -6.85 1.84 -0.18
C -2.88 -6.73 -1.50
N -3.19 -5.75 -0.48
C -4.45 -6.02 0.19
C -2.42 -4.64 -0.24
C -2.92 -3.52 0.50
C -2.20 -2.34 0.58
C -0.93 -2.19 -0.03
C -0.21 -0.94 0.02
C 0.95 -0.73 -0.70
C 1.89 0.32 -0.52
C 2.90 0.56 -1.55
C 2.86 -0.08 -2.83
C 3.85 0.09 -3.78
C 4.83 1.11 -3.63
N 5.75 1.37 -4.61
C 6.46 2.62 -4.69
C 6.28 0.34 -5.48
C 4.83 1.84 -2.41
C 4.01 1.43 -1.36
C 1.86 1.12 0.70
C 1.40 0.60 1.94
C 1.22 1.41 3.04
C 1.81 2.70 3.08
N 1.73 3.49 4.21
C 2.82 4.35 4.63
C 0.46 3.74 4.86
C 2.45 3.17 1.91
C 2.28 2.48 0.72
C -0.39 -3.35 -0.65
C -1.12 -4.52 -0.80
H -1.80 -6.86 -1.60
H -3.32 -7.69 -1.20
H -3.30 -6.46 -2.48
H -4.82 -5.15 0.73
H -5.20 -6.33 -0.54
H -4.34 -6.85 0.91
H -3.89 -3.58 1.00
H -2.64 -1.49 1.08
H -0.58 -0.14 0.68
H 1.16 -1.41 -1.52
H 2.02 -0.73 -3.08
H 3.87 -0.53 -4.68
H 5.97 3.39 -4.09
H 7.50 2.51 -4.35
H 6.48 2.96 -5.73
H 5.83 -0.62 -5.26
H 6.11 0.61 -6.53
H 7.37 0.26 -5.34
H 5.54 2.66 -2.25
H 4.22 1.83 -0.37
H 1.15 -0.45 2.02
H 0.67 1.06 3.93
H 3.74 4.03 4.13
H 2.64 5.41 4.40
H 2.98 4.26 5.72
H -0.32 3.14 4.37
H 0.49 3.47 5.93
H 0.18 4.80 4.79
H 2.99 4.13 1.92
H 2.50 2.98 -0.21
H 0.64 -3.29 -1.04
H -0.66 -5.35 -1.34